This record from the Open Molecules 2025 dataset describes a structure of composition C28H35BCuN5O4S2. The level of theory is wB97M-V/def2-TZVPD.

Its net charge is +1. The expectation value of S² is 0.752. As for the total energy: -112230.28131 eV. As for the spin multiplicity: 2. For the energy relative to the best compared isomer or geometry (same formula, charge and spin), the calculation gives 0.00 kJ/mol. As for the gap between HOMO and LUMO (alpha / beta): 6.64 / 6.41 eV.

Each line ends with the Mulliken charge.
Positions of all 76 atoms, in Å:
1 C -2.062342 1.645387 2.235164  -0.04
2 H -4.233165 4.781907 -4.120724  0.38
3 C -4.727606 2.887868 -0.811017  -0.67
4 C -1.553280 0.852692 -2.478078  -0.04
5 S 2.726061 -0.264666 -0.441516  0.00
6 O -0.031480 -3.292946 0.625747  -0.47
7 C 1.880582 -4.193450 -0.491355  -1.73
8 H -6.293496 4.284922 -0.407215  0.38
9 H -0.917806 -5.766787 0.765776  0.38
10 H 0.163070 1.803618 -3.342872  0.37
11 H -5.969521 5.529201 -2.526885  0.39
12 C 0.116322 -5.694788 0.436288  -1.85
13 C 0.627898 1.484199 -1.264846  0.52
14 Cu 0.248860 -0.473277 1.662739  -0.81
15 C -0.466421 -4.108238 -1.526996  1.42
16 H 2.464735 1.513067 1.827107  0.35
17 H 0.328546 -6.524591 -0.240280  0.32
18 C 2.216189 -0.901581 3.908730  -0.02
19 C 2.708861 -0.671668 5.187934  -0.41
20 O 2.051229 -0.727547 0.845357  -0.07
21 N 2.131294 0.183522 6.022166  -0.53
22 C 4.596151 3.768170 0.456848  -0.49
23 N 1.130301 -0.260994 3.491148  0.40
24 H -1.241675 -0.186448 -2.372641  -0.29
25 H 1.128245 -4.009112 -2.991208  0.33
26 C 4.345021 1.855474 -0.977453  -0.49
27 N -1.012738 0.890697 2.492462  -0.11
28 O -0.597424 -2.665218 -1.517000  -0.49
29 H 0.076570 1.300711 -0.340327  -0.30
30 H 5.045880 4.730509 0.660384  0.40
31 C 3.141748 1.970785 1.118370  -0.03
32 H 3.487962 3.729377 2.292542  0.44
33 N -1.391021 2.179711 4.282142  -0.77
34 C 3.454170 1.315620 -0.059923  0.32
35 C 0.189522 -4.534518 -2.824599  -1.89
36 N -2.288882 2.412757 3.302208  0.21
37 O -0.742185 -1.018496 0.223965  0.30
38 S -2.803737 1.052361 -1.191760  -0.11
39 C -5.523192 3.981662 -1.104454  -0.65
40 H -2.627183 1.648650 1.314315  0.31
41 H -4.894093 2.331008 0.105436  0.38
42 H 0.385998 -5.608141 -2.819607  0.39
43 H 1.277734 2.345782 -1.103085  0.38
44 H -0.727254 2.829239 -2.240822  0.53
45 H 2.086303 -3.256154 -1.012885  0.19
46 H 2.686567 -1.582127 3.212224  0.45
47 H 5.604791 3.527119 -1.422716  0.41
48 C 3.720034 3.206309 1.374243  -0.70
49 B -0.488243 -2.266106 -0.192288  0.43
50 H -3.013932 3.100421 3.435262  0.19
51 H 0.569893 1.522255 6.270616  0.48
52 H 2.074292 0.463580 -2.523850  0.65
53 C 1.047375 0.821889 5.597182  -0.30
54 H 2.395837 -4.171122 0.469204  0.47
55 C -0.365679 1.810805 -2.383213  -1.19
56 H 3.591102 -1.190793 5.539061  0.40
57 C -5.346255 4.676837 -2.293798  -0.48
58 C -1.870729 -4.687254 -1.423976  -1.99
59 C 4.909971 3.093832 -0.716326  -0.68
60 C 0.538269 0.601486 4.327593  0.60
61 H -2.347239 -4.398177 -0.486129  0.34
62 H 2.287972 -5.012963 -1.083557  0.36
63 H 0.761828 -5.796771 1.309045  0.48
64 H -1.858653 -5.775411 -1.487930  0.39
65 H 0.876646 -0.622182 -1.815628  0.03
66 C -4.372581 4.257173 -3.184423  -0.74
67 H -2.471258 -4.299828 -2.246604  0.49
68 C -3.568951 3.160599 -2.895953  -0.51
69 C -3.736259 2.469777 -1.700968  1.23
70 H -0.477660 -4.317374 -3.658691  0.46
71 C 0.387500 -4.369558 -0.246038  1.72
72 H -2.049609 0.932751 -3.445495  0.63
73 C 1.473635 0.273185 -1.627710  -0.51
74 C -0.638461 1.253832 3.750978  0.37
75 H 4.602607 1.315546 -1.881257  0.44
76 H -2.827560 2.851996 -3.618142  0.23

Atomic forces in eV per Å
-0.0348 -0.0251 0.0110
0.0019 -0.0005 0.0029
0.0178 0.0087 -0.0099
0.0165 -0.0067 -0.0049
0.0111 -0.0484 0.0167
0.0090 0.0167 0.0528
0.0052 -0.0013 -0.0037
0.0003 0.0028 -0.0011
-0.0007 0.0010 -0.0008
-0.0013 0.0112 0.0084
0.0020 0.0005 0.0031
0.0025 0.0031 -0.0005
0.0009 -0.0093 -0.0098
0.0739 -0.0283 -0.0283
0.0033 0.0192 -0.0027
-0.0065 -0.0012 0.0077
-0.0007 -0.0009 -0.0001
0.0051 0.0081 0.0098
-0.0052 0.0016 0.0024
-0.0099 0.0511 0.0016
0.0006 0.0001 0.0017
0.0096 0.0002 -0.0093
0.0280 0.0124 0.0361
0.0106 -0.0492 0.0174
-0.0005 0.0016 0.0009
-0.0071 -0.0088 0.0052
0.0084 -0.0113 0.0126
-0.0039 -0.0015 0.0147
-0.0111 -0.0060 0.0075
0.0000 -0.0004 0.0012
0.0152 0.0129 0.0035
0.0010 0.0012 -0.0020
-0.0029 0.0000 0.0053
0.0122 -0.0069 -0.0172
0.0015 -0.0040 0.0026
-0.0041 -0.0111 -0.0006
-0.0437 0.0820 -0.0795
-0.0191 -0.0432 -0.0025
-0.0112 -0.0160 -0.0019
0.0226 0.0055 -0.0052
-0.0026 0.0036 0.0027
0.0006 -0.0006 -0.0013
-0.0008 -0.0049 0.0011
-0.0555 0.0436 -0.0049
-0.0035 -0.0010 -0.0006
-0.0013 0.0013 -0.0027
-0.0004 -0.0018 -0.0010
-0.0129 -0.0148 0.0090
-0.0425 0.0675 -0.0894
0.0053 -0.0004 0.0056
0.0001 0.0009 -0.0006
-0.0118 0.0102 -0.0005
-0.0011 0.0000 -0.0016
-0.0016 0.0001 0.0016
-0.0206 -0.0258 -0.0378
0.0005 -0.0014 -0.0015
-0.0034 -0.0036 0.0010
0.0021 -0.0022 -0.0015
0.0006 0.0097 0.0039
-0.0030 -0.0152 0.0021
-0.0006 -0.0006 -0.0007
0.0020 -0.0001 0.0011
0.0008 -0.0027 0.0000
-0.0009 -0.0004 -0.0003
-0.0119 -0.0233 0.0136
0.0069 -0.0015 -0.0013
0.0011 0.0021 0.0015
-0.0018 -0.0156 0.0461
0.0094 0.0389 -0.0169
0.0003 -0.0008 0.0002
-0.0014 -0.0029 -0.0019
0.0275 -0.0271 0.0289
-0.0202 -0.0111 0.0046
-0.0035 0.0103 -0.0023
0.0005 -0.0015 0.0007
0.0470 0.0115 -0.0020